# 1
{"formula": "C20H51BGaN2O9", "method": "the ωB97M-V functional and the def2-TZVPD basis", "symbols": ["N", "C", "C", "C", "C", "C", "Ga", "C", "C", "C", "N", "O", "B", "O", "O", "H", "H", "H", "H", "H", "H", "H", "H", "H", "H", "H", "H", "H", "H", "H", "H", "H", "H", "H", "H", "H", "H", "H", "C", "O", "C", "C", "O", "C", "C", "O", "C", "H", "H", "H", "H", "H", "H", "H", "H", "H", "H", "H", "H", "H", "H", "C", "O", "C", "C", "O", "C", "C", "O", "C", "H", "H", "H", "H", "H", "H", "H", "H", "H", "H", "H", "H", "H", "H"], "xyz": [[5.844, 0.885, -2.409], [5.039, 0.942, -3.636], [3.608, 1.482, -3.429], [3.116, 1.577, -1.986], [1.600, 1.867, -1.907], [0.749, 0.734, -1.337], [-1.251, 0.998, -1.372], [-2.082, -0.823, -1.068], [-1.871, -1.806, -2.226], [-2.843, -1.559, -3.379], [-3.060, -2.784, -4.163], [-1.681, 1.602, -3.148], [-2.902, 1.923, -3.561], [-3.210, 2.007, -4.941], [-3.981, 2.222, -2.724], [6.588, 0.208, -2.503], [6.281, 1.777, -2.217], [5.530, 1.542, -4.414], [4.987, -0.078, -4.026], [2.906, 0.829, -3.962], [3.525, 2.465, -3.907], [3.329, 0.632, -1.477], [3.688, 2.342, -1.449], [1.228, 2.098, -2.914], [1.436, 2.779, -1.322], [1.040, 0.537, -0.296], [0.974, -0.189, -1.898], [-1.766, 2.085, -0.304], [-3.151, -0.768, -0.826], [-1.572, -1.181, -0.164], [-1.980, -2.861, -1.920], [-0.847, -1.717, -2.611], [-3.777, -1.142, -2.975], [-2.426, -0.806, -4.052], [-3.434, -3.508, -3.561], [-3.742, -2.625, -4.893], [-2.404, 1.806, -5.430], [-4.761, 2.394, -3.258], [2.113, -2.461, 0.642], [1.316, -3.529, 1.114], [0.040, -3.629, 0.506], [-0.300, -5.053, 0.133], [0.499, -5.595, -0.906], [1.801, -6.031, -0.582], [1.855, -7.402, 0.053], [1.332, -7.411, 1.368], [0.430, -8.451, 1.646], [1.867, -1.520, 1.142], [3.154, -2.710, 0.850], [1.990, -2.312, -0.434], [-0.018, -2.992, -0.381], [-0.729, -3.280, 1.207], [-1.312, -5.029, -0.280], [-0.303, -5.697, 1.017], [2.342, -5.302, 0.024], [2.311, -6.125, -1.546], [2.909, -7.714, 0.080], [1.311, -8.113, -0.580], [-0.268, -8.609, 0.816], [-0.140, -8.166, 2.530], [0.947, -9.397, 1.851], [-1.552, 4.998, 0.765], [-2.171, 5.070, 2.038], [-2.595, 3.818, 2.547], [-2.209, 3.643, 3.997], [-0.816, 3.500, 4.224], [-0.015, 4.659, 4.172], [-0.031, 5.477, 5.443], [-1.273, 6.121, 5.660], [-1.793, 5.994, 6.958], [-2.292, 4.984, -0.039], [-0.921, 5.881, 0.656], [-0.942, 4.098, 0.667], [-2.190, 2.998, 1.947], [-3.691, 3.753, 2.492], [-2.639, 2.691, 4.322], [-2.636, 4.441, 4.612], [-0.247, 5.281, 3.306], [1.009, 4.288, 4.065], [0.761, 6.235, 5.359], [0.214, 4.828, 6.291], [-1.671, 4.975, 7.341], [-2.857, 6.223, 6.911], [-1.316, 6.689, 7.660]], "forces_ev_per_angstrom": [[0.04, 0.05, -0.02], [0.01, -0.08, -0.02], [-0.06, -0.02, -0.03], [0.03, -0.12, 0.08], [-0.08, 0.15, -0.08], [0.09, -0.06, -0.18], [-0.07, -0.02, 0.25], [-0.01, 0.01, -0.15], [0.05, -0.01, 0.06], [0.02, 0.11, -0.10], [0.10, -0.06, 0.00], [-0.24, -0.02, 0.09], [0.16, 0.08, -0.18], [0.14, -0.01, 0.03], [0.04, -0.10, -0.05], [0.05, 0.01, -0.04], [-0.05, 0.03, 0.06], [-0.01, -0.09, -0.03], [-0.03, 0.04, 0.08], [0.08, 0.08, -0.06], [-0.07, -0.03, 0.09], [-0.02, 0.10, -0.01], [0.01, -0.05, -0.03], [0.04, 0.04, 0.08], [-0.03, -0.06, -0.01], [0.03, -0.01, -0.03], [0.01, 0.05, 0.06], [0.02, 0.04, -0.05], [0.06, 0.00, 0.04], [-0.05, -0.05, -0.02], [-0.07, 0.09, 0.05], [-0.04, -0.13, 0.02], [0.04, -0.06, 0.00], [-0.07, 0.01, 0.08], [-0.02, -0.01, 0.00], [-0.02, 0.03, -0.02], [-0.13, 0.01, 0.09], [0.03, 0.01, 0.02], [-0.04, 0.09, 0.05], [0.10, -0.20, -0.11], [-0.09, 0.20, 0.09], [-0.10, 0.04, 0.06], [-0.09, -0.05, -0.09], [0.13, -0.03, -0.06], [0.13, -0.18, -0.06], [-0.08, 0.17, 0.03], [0.02, -0.08, -0.01], [-0.03, 0.02, -0.01], [-0.01, 0.01, 0.03], [0.02, -0.02, -0.02], [0.04, -0.02, -0.04], [-0.01, 0.06, -0.04], [-0.02, -0.05, 0.06], [0.12, 0.03, -0.03], [-0.10, -0.02, 0.07], [0.07, 0.07, 0.04], [-0.03, -0.06, 0.00], [-0.04, 0.03, 0.02], [-0.02, 0.02, 0.01], [0.02, -0.01, 0.02], [0.00, -0.01, -0.03], [-0.08, 0.02, -0.07], [0.16, 0.02, 0.12], [-0.17, -0.06, -0.09], [-0.10, -0.05, -0.03], [0.01, -0.11, 0.10], [0.15, 0.03, -0.03], [0.18, 0.08, 0.12], [-0.12, -0.07, -0.13], [0.04, 0.02, 0.07], [0.00, -0.04, -0.01], [-0.04, 0.03, 0.01], [0.03, 0.02, -0.01], [0.05, 0.03, 0.01], [0.01, -0.03, -0.06], [-0.04, 0.04, 0.05], [0.08, 0.05, -0.07], [-0.11, -0.01, 0.06], [0.00, 0.05, -0.10], [0.00, 0.00, 0.07], [-0.04, -0.02, -0.01], [-0.03, 0.00, -0.01], [0.00, 0.03, 0.00], [0.03, -0.02, 0.00]], "mulliken_charge": [-0.512, -0.588, -0.539, -0.503, -0.712, -0.575, -0.140, -0.702, 0.253, -0.256, -0.713, -0.243, 0.596, -0.645, -0.619, 0.202, 0.192, 0.252, 0.385, 0.206, 0.267, 0.292, 0.305, 0.295, 0.187, 0.220, 0.296, -0.136, 0.487, -0.033, -0.063, 0.098, 0.261, 0.084, 0.225, 0.241, 0.255, 0.253, -0.778, -0.406, 0.011, -0.469, -0.381, -0.277, -0.570, -0.326, -0.765, 0.300, 0.346, 0.344, -0.133, 0.419, 0.426, 0.148, 0.143, 0.340, 0.363, 0.342, 0.352, 0.238, 0.316, -0.583, -0.388, -0.092, -0.394, -0.390, -0.250, -0.569, -0.322, -0.766, 0.324, 0.297, 0.212, 0.103, 0.348, 0.359, 0.164, 0.158, 0.341, 0.347, 0.341, 0.347, 0.241, 0.317], "gap_ev": 7.4, "charge": -1, "lumo_ev": 2.6}

# 2
{"formula": "C11H8F3N3O4S2SbScSe4", "method": "the ωB97M-V functional and the def2-TZVPD basis", "symbols": ["Sc", "Se", "Sb", "Se", "Se", "Se", "F", "C", "F", "F", "C", "O", "O", "N", "C", "C", "C", "C", "C", "C", "S", "O", "O", "N", "C", "S", "C", "C", "N", "H", "H", "H", "H", "H", "H", "H", "H"], "xyz": [[-0.361, -1.327, -0.795], [-2.708, -0.898, -4.825], [-1.225, 0.047, -3.139], [0.841, -1.450, -3.047], [-2.516, -0.070, -0.935], [-0.474, 2.329, -3.500], [1.078, 1.634, 3.154], [0.506, 1.441, 1.949], [-0.751, 1.069, 2.156], [0.471, 2.646, 1.340], [1.368, 0.476, 1.081], [2.489, 0.250, 1.478], [0.835, 0.075, -0.024], [4.493, -6.942, -0.792], [3.304, -6.240, -0.549], [2.193, -6.888, -0.016], [1.015, -6.189, 0.192], [0.940, -4.842, -0.139], [2.049, -4.186, -0.667], [3.217, -4.888, -0.877], [-0.511, -3.917, 0.222], [-1.010, -3.284, -1.010], [-1.378, -4.863, 0.878], [-0.081, -2.627, 1.025], [0.306, -2.712, 2.375], [0.702, -4.171, 3.235], [1.099, -3.240, 4.611], [0.891, -1.929, 4.341], [0.443, -1.633, 3.080], [4.630, -7.755, -0.214], [5.319, -6.369, -0.838], [2.255, -7.940, 0.242], [0.155, -6.683, 0.621], [2.001, -3.133, -0.912], [4.077, -4.376, -1.295], [1.434, -3.694, 5.530], [1.055, -1.119, 5.039]], "forces_ev_per_angstrom": [[0.86, 0.71, 1.24], [0.09, 0.00, 0.11], [-0.85, 1.28, -2.30], [-0.27, 0.08, 0.18], [0.13, -0.10, -0.17], [-0.03, -0.15, 0.11], [-0.15, 0.00, 0.03], [0.35, 0.20, -0.29], [-0.20, -0.20, -0.03], [-0.03, 0.09, 0.05], [0.18, -0.34, -0.45], [0.09, -0.01, -0.01], [0.08, 0.24, 1.24], [-0.13, -0.01, -0.03], [0.23, -0.11, -0.01], [-0.04, 0.05, 0.00], [0.03, 0.02, -0.07], [0.35, 0.05, -0.07], [-0.06, -0.20, 0.04], [0.04, 0.16, -0.06], [-0.54, -0.79, 0.40], [-0.05, -1.28, 0.02], [-0.02, 0.40, -0.01], [0.17, -0.68, 1.21], [-0.21, 0.57, -1.11], [-0.03, -0.44, -0.32], [0.00, 0.25, 0.22], [0.01, 0.07, -0.09], [0.10, -0.02, 0.29], [-0.02, 0.01, 0.03], [-0.01, 0.04, 0.01], [-0.01, 0.03, -0.01], [-0.04, 0.06, 0.00], [0.03, 0.04, -0.04], [0.00, -0.03, 0.01], [-0.03, 0.01, -0.04], [0.00, -0.01, -0.05]], "mulliken_charge": [0.541, -0.761, 0.839, -0.382, -0.487, -0.739, -0.299, 0.946, -0.223, -0.285, 0.422, -0.609, -0.531, -0.603, 1.214, -0.670, -0.365, -0.128, -0.541, -1.021, 1.390, -0.667, -0.648, 0.090, 0.067, -0.041, -0.333, -0.692, -0.195, 0.218, 0.231, 0.266, 0.484, 0.463, 0.288, 0.361, 0.399], "gap_ev": 5.0, "charge": -2, "lumo_ev": 3.6}

# 3
{"formula": "C10H16BrCl3ORu", "method": "the ωB97M-V functional and the def2-TZVPD basis", "symbols": ["C", "C", "C", "C", "C", "C", "C", "C", "C", "C", "Ru", "Cl", "Cl", "Cl", "H", "H", "H", "H", "H", "H", "H", "H", "H", "H", "H", "H", "H", "H", "H", "O", "H", "Br"], "xyz": [[0.134, -0.189, 1.079], [1.152, 0.674, 0.458], [1.123, 0.487, -0.931], [2.169, 1.434, 1.192], [0.200, -0.548, -1.241], [-0.408, -0.980, -0.033], [-1.213, -2.190, 0.141], [0.277, -0.748, 2.447], [2.017, 1.185, -1.900], [-0.021, -1.116, -2.583], [-1.380, 1.131, 0.789], [-0.655, 3.149, -0.030], [-1.038, 1.941, 2.938], [-2.263, 1.364, -1.347], [2.007, 1.328, 2.268], [2.151, 2.519, 0.944], [3.171, 1.050, 0.918], [1.913, 2.292, -1.854], [1.794, 0.882, -2.939], [3.085, 0.964, -1.706], [-0.188, -0.328, -3.323], [-0.914, -1.753, -2.546], [0.818, -1.735, -2.937], [-1.924, -2.297, -0.698], [-1.817, -2.113, 1.056], [-0.568, -3.096, 0.218], [0.369, 0.079, 3.167], [1.171, -1.380, 2.493], [-0.611, -1.321, 2.706], [-2.877, 0.074, 1.569], [-3.684, -0.007, 1.001], [-3.991, -0.751, -1.316]], "forces_ev_per_angstrom": [[2.27, -1.66, -1.56], [-0.58, -1.15, -0.60], [0.28, -0.26, 0.74], [0.43, 0.91, 0.11], [0.25, 0.11, 1.41], [1.24, 1.06, -0.11], [-0.80, -0.91, 0.03], [0.26, 0.21, 0.53], [0.10, 0.48, -0.35], [-0.59, -0.36, -0.33], [-2.76, 0.40, -0.38], [1.19, 2.25, -0.04], [-0.18, 0.78, 1.03], [-1.20, -0.56, -0.84], [0.18, 0.12, -0.06], [-0.04, -0.49, 0.16], [-0.15, 0.16, 0.24], [-0.05, -0.54, 0.06], [0.12, 0.10, 0.36], [-0.27, 0.04, -0.07], [-0.07, -0.05, -0.06], [0.15, 0.15, -0.25], [-0.02, 0.09, 0.08], [0.35, -0.25, 0.44], [0.07, -0.06, -0.29], [-0.29, 0.27, -0.07], [0.06, -0.58, -0.11], [0.01, -0.22, 0.11], [0.00, -0.05, 0.14], [-0.74, 0.11, -0.03], [1.40, 0.04, 0.28], [-0.64, -0.16, -0.58]], "lowdin_spin": [0.045, 0.136, 0.105, 0.017, 0.175, 0.062, 0.004, 0.013, 0.015, 0.032, 2.062, 0.133, 0.091, 0.492, 0.000, 0.004, 0.007, 0.004, 0.000, 0.005, 0.006, 0.000, 0.012, 0.001, 0.000, 0.003, 0.002, 0.002, 0.000, 0.133, 0.002, 0.438], "gap_ev": [5.1, 5.4], "spin_multiplicity": 5, "charge": -2, "lumo_ev": [5.5, 4.7]}